(1)
Entry from the Open Molecules 2025 dataset: a 2-piece molecular cluster, C4H10NO overall in a non-equilibrium geometry (the ωB97M-V functional and the def2-TZVPD basis).

Atoms and positions in Å:
C: -2.71357 0.94635 -0.08354
C: -1.66610 0.57941 0.82562
C: 2.10494 -1.08771 -0.40884
C: -0.34087 0.98174 1.05988
N: 3.11092 -1.44401 -1.21021
O: 1.29585 -0.23788 -0.73999
H: -3.70514 0.70820 0.35442
H: -2.52541 0.11813 -0.86382
H: -2.02462 -0.20493 1.47440
H: 2.07584 -1.71724 0.46051
H: 0.08291 0.48212 2.03566
H: -0.15611 2.10864 0.74774
H: 0.35624 0.44138 0.15243
H: 3.68763 -2.35840 -0.98810
H: 3.19507 -1.24376 -2.25319
H: -2.77759 1.92795 -0.56297

Properties
Charge: +1
Kohn-Sham gap, eV: 9.64
DFT total energy, eV: -7838.8554
Energy relative to the best compared isomer or geometry (same formula, charge and spin), eV: 2.462
E_HOMO, hartree: -0.5359

Results of the Löwdin charge analysis, in e, for atoms 1 through 4:
1. C -0.042
2. C -0.096
3. C -0.352
4. C -0.058



(2)
Entry from the Open Molecules 2025 dataset: C22H17Cl3FeN5O5S as an isolated structure in a non-equilibrium geometry (the ωB97M-V functional and the def2-TZVPD basis).

Atoms and positions in Å:
Fe: -0.29146 0.55478 0.86988
C: -0.14982 -1.94124 2.75397
N: -0.09856 -0.57366 3.21607
C: 1.08710 -0.07401 3.85270
C: 2.12225 0.17401 2.81575
N: 1.83971 0.48200 1.58496
C: 3.05230 0.58572 0.91290
C: 3.31271 0.87462 -0.42383
C: 4.63649 0.92029 -0.81580
C: 5.67594 0.68496 0.09561
C: 5.42685 0.38429 1.42200
C: 4.09339 0.32932 1.80756
N: 3.45968 0.04987 3.00893
C: -0.85432 -1.93975 1.42722
N: -0.41880 -1.31296 0.35621
C: -1.38175 -1.56420 -0.62256
C: -1.39680 -1.23129 -1.97178
C: -2.50470 -1.60243 -2.71221
C: -3.57573 -2.29815 -2.13507
C: -3.54657 -2.68634 -0.80839
C: -2.42651 -2.31833 -0.07582
N: -2.03863 -2.56121 1.22614
H: -0.68953 -2.59988 3.44268
H: 0.86351 -2.32434 2.62910
H: -0.94356 -0.28855 3.71161
H: 1.51281 -0.73063 4.62535
H: 0.80037 0.87078 4.31905
H: 2.48850 1.05136 -1.10624
H: 4.88504 1.14565 -1.84560
H: 6.70013 0.73806 -0.25085
H: 6.23654 0.20748 2.11833
H: 3.91021 -0.17032 3.87824
H: -0.56091 -0.70921 -2.41825
H: -2.55239 -1.34706 -3.76469
H: -4.43463 -2.55072 -2.74382
H: -4.36177 -3.24748 -0.36668
H: -2.62042 -2.93139 1.95747
Cl: -2.55899 2.84149 -6.08927
C: -1.83676 2.33005 -4.61867
C: -2.26250 2.88616 -3.41921
C: -1.70045 2.45969 -2.24262
Cl: -2.20329 3.13116 -0.77805
C: -0.67788 1.43510 -2.20621
O: -0.14759 0.96434 -1.16306
C: -0.23187 0.97294 -3.49713
Cl: 1.09154 -0.11645 -3.56146
C: -0.81024 1.38391 -4.66494
H: -3.02240 3.65400 -3.40800
H: -0.47042 0.98231 -5.60852
O: -2.66037 0.33553 3.57799
S: -2.55425 1.02401 2.28815
O: -3.68272 1.86272 1.98615
O: -2.29400 -0.00305 1.19143
O: -1.23445 1.80601 2.24328

Properties
Charge: 0
⟨S²⟩: 8.76
Kohn-Sham gap (spin up / spin down), eV: 7.59 / 5.87
Spin multiplicity: 6
DFT total energy, eV: -123569.5832
Energy relative to the best compared isomer or geometry (same formula, charge and spin), eV: 1.746
E_HOMO (spin up / spin down), hartree: -0.2809 / -0.2792

Results of the Löwdin charge analysis, in e, for atoms 1 through 4:
1. Fe 1.134
2. C -0.088
3. N -0.081
4. C -0.114



Please write out number 1 again, unchanged.
Entry from the Open Molecules 2025 dataset: a 2-piece molecular cluster, C4H10NO overall in a non-equilibrium geometry (the ωB97M-V functional and the def2-TZVPD basis).

Atoms and positions in Å:
C: -2.71357 0.94635 -0.08354
C: -1.66610 0.57941 0.82562
C: 2.10494 -1.08771 -0.40884
C: -0.34087 0.98174 1.05988
N: 3.11092 -1.44401 -1.21021
O: 1.29585 -0.23788 -0.73999
H: -3.70514 0.70820 0.35442
H: -2.52541 0.11813 -0.86382
H: -2.02462 -0.20493 1.47440
H: 2.07584 -1.71724 0.46051
H: 0.08291 0.48212 2.03566
H: -0.15611 2.10864 0.74774
H: 0.35624 0.44138 0.15243
H: 3.68763 -2.35840 -0.98810
H: 3.19507 -1.24376 -2.25319
H: -2.77759 1.92795 -0.56297

Properties
Charge: +1
Kohn-Sham gap, eV: 9.64
DFT total energy, eV: -7838.8554
Energy relative to the best compared isomer or geometry (same formula, charge and spin), eV: 2.462
E_HOMO, hartree: -0.5359

Results of the Löwdin charge analysis, in e, for atoms 1 through 4:
1. C -0.042
2. C -0.096
3. C -0.352
4. C -0.058



What did the second record say?
Entry from the Open Molecules 2025 dataset: C22H17Cl3FeN5O5S as an isolated structure in a non-equilibrium geometry (the ωB97M-V functional and the def2-TZVPD basis).

Atoms and positions in Å:
Fe: -0.29146 0.55478 0.86988
C: -0.14982 -1.94124 2.75397
N: -0.09856 -0.57366 3.21607
C: 1.08710 -0.07401 3.85270
C: 2.12225 0.17401 2.81575
N: 1.83971 0.48200 1.58496
C: 3.05230 0.58572 0.91290
C: 3.31271 0.87462 -0.42383
C: 4.63649 0.92029 -0.81580
C: 5.67594 0.68496 0.09561
C: 5.42685 0.38429 1.42200
C: 4.09339 0.32932 1.80756
N: 3.45968 0.04987 3.00893
C: -0.85432 -1.93975 1.42722
N: -0.41880 -1.31296 0.35621
C: -1.38175 -1.56420 -0.62256
C: -1.39680 -1.23129 -1.97178
C: -2.50470 -1.60243 -2.71221
C: -3.57573 -2.29815 -2.13507
C: -3.54657 -2.68634 -0.80839
C: -2.42651 -2.31833 -0.07582
N: -2.03863 -2.56121 1.22614
H: -0.68953 -2.59988 3.44268
H: 0.86351 -2.32434 2.62910
H: -0.94356 -0.28855 3.71161
H: 1.51281 -0.73063 4.62535
H: 0.80037 0.87078 4.31905
H: 2.48850 1.05136 -1.10624
H: 4.88504 1.14565 -1.84560
H: 6.70013 0.73806 -0.25085
H: 6.23654 0.20748 2.11833
H: 3.91021 -0.17032 3.87824
H: -0.56091 -0.70921 -2.41825
H: -2.55239 -1.34706 -3.76469
H: -4.43463 -2.55072 -2.74382
H: -4.36177 -3.24748 -0.36668
H: -2.62042 -2.93139 1.95747
Cl: -2.55899 2.84149 -6.08927
C: -1.83676 2.33005 -4.61867
C: -2.26250 2.88616 -3.41921
C: -1.70045 2.45969 -2.24262
Cl: -2.20329 3.13116 -0.77805
C: -0.67788 1.43510 -2.20621
O: -0.14759 0.96434 -1.16306
C: -0.23187 0.97294 -3.49713
Cl: 1.09154 -0.11645 -3.56146
C: -0.81024 1.38391 -4.66494
H: -3.02240 3.65400 -3.40800
H: -0.47042 0.98231 -5.60852
O: -2.66037 0.33553 3.57799
S: -2.55425 1.02401 2.28815
O: -3.68272 1.86272 1.98615
O: -2.29400 -0.00305 1.19143
O: -1.23445 1.80601 2.24328

Properties
Charge: 0
⟨S²⟩: 8.76
Kohn-Sham gap (spin up / spin down), eV: 7.59 / 5.87
Spin multiplicity: 6
DFT total energy, eV: -123569.5832
Energy relative to the best compared isomer or geometry (same formula, charge and spin), eV: 1.746
E_HOMO (spin up / spin down), hartree: -0.2809 / -0.2792

Results of the Löwdin charge analysis, in e, for atoms 1 through 4:
1. Fe 1.134
2. C -0.088
3. N -0.081
4. C -0.114



Among the records above, which one has the highest DFT total energy? C4H10NO



charge of number 2 (C22H17Cl3FeN5O5S)? 0